1.
82
Properties=species:S:1:pos:R:3:mulliken_charge:R:1 method="wB97M-V/def2-TZVPD" max_force_ha_per_bohr=0.0336 total_charge=+2 multiplicity=1 lumo_ev=-6.08 total_energy_ha=-5275.80207
Zr 0.53205 -1.19956 0.64883 0.937
N -0.19864 1.03606 4.46855 -0.276
C 0.08390 0.09610 3.55704 0.435
S 1.56148 0.27706 2.62352 -0.577
N -0.73760 -0.92279 3.50818 -1.710
N -0.53175 -1.79781 2.47584 1.005
C -0.95496 -2.99293 2.61977 -1.019
C -0.75483 -3.94094 1.51991 1.000
C -1.03483 -5.27897 1.65457 -0.894
C -0.76683 -6.12768 0.58650 -0.381
C -0.21595 -5.60100 -0.56578 -0.957
C 0.03628 -4.24468 -0.62374 -0.213
N -0.24426 -3.42128 0.38668 0.535
H 0.49831 1.71166 4.72390 0.273
H -1.00499 0.90848 5.05816 0.236
H -1.40739 -3.29737 3.55432 0.461
H -1.44477 -5.65072 2.58607 0.520
H -0.98669 -7.18663 0.65857 0.462
H 0.00415 -6.22618 -1.42017 0.495
H 0.47060 -3.79694 -1.50363 0.462
C 0.46513 2.59726 -6.67333 -1.495
C 0.69991 1.74553 -5.45466 0.898
C 0.10228 0.48391 -5.35620 -0.942
C 0.33668 -0.33788 -4.27434 -0.622
C 1.19437 0.11307 -3.27192 0.322
C 1.79331 1.36783 -3.32927 -0.545
C 1.53427 2.17617 -4.42266 -0.874
S 1.38932 -0.85782 -1.85158 1.525
O 0.01065 -1.32629 -1.42743 -0.324
O 2.30874 -1.94041 -2.02665 -0.629
O 1.78412 0.03209 -0.69791 -0.218
H -0.59912 2.68992 -6.89204 0.375
H 0.93389 2.12792 -7.54267 0.344
H 0.89027 3.59357 -6.55924 0.363
H -0.55350 0.14133 -6.15129 0.428
H -0.13775 -1.31261 -4.20546 0.536
H 2.45848 1.69842 -2.53723 0.437
H 1.98634 3.16087 -4.47561 0.392
O -0.52280 0.55886 0.62667 -0.554
S -0.78548 1.35364 -0.70398 1.151
C -2.58636 1.72269 -0.63403 -0.882
C -3.35721 0.72829 0.20263 0.405
C -4.16386 1.19619 1.22897 -0.469
C -4.85568 0.30186 2.04214 -0.784
C -4.72194 -1.06403 1.84399 -0.571
C -3.91002 -1.53548 0.81814 -0.745
C -3.23669 -0.64563 0.00034 -0.031
C -0.00680 2.96323 -0.34840 -1.147
C -0.74941 3.85727 0.59463 -0.037
C -1.56393 4.87663 0.10585 -0.013
C -2.22970 5.72254 0.98200 -0.719
C -2.08482 5.55141 2.35462 -0.523
C -1.28698 4.52462 2.84575 -0.740
C -0.61998 3.67902 1.96873 0.230
H -2.91849 1.69018 -1.67542 0.540
H -2.67380 2.72617 -0.22663 0.285
H -4.26195 2.26689 1.39211 0.416
H -5.49677 0.67567 2.83280 0.437
H -5.26468 -1.76044 2.47312 0.441
H -3.82842 -2.60077 0.63710 0.558
H -2.64243 -1.02178 -0.82526 0.522
H 0.15156 3.42027 -1.32693 0.740
H 0.94636 2.63365 0.06320 0.292
H -1.66049 5.02645 -0.96764 0.398
H -2.85744 6.51696 0.59663 0.429
H -2.58246 6.22675 3.04196 0.429
H -1.17805 4.38920 3.91645 0.403
H 0.01575 2.88374 2.34682 0.081
C 4.41487 -2.10732 2.71566 -1.087
As 3.80776 -1.85320 0.93719 0.741
C 4.71582 -3.11430 -0.14743 -1.111
C 4.43329 -0.10259 0.50691 -1.070
O 2.13413 -2.28832 0.96131 -0.303
H 5.48671 -1.92913 2.75428 0.469
H 4.19265 -3.12207 3.02636 0.392
H 3.90014 -1.40085 3.35472 0.323
H 5.77967 -2.90059 -0.12641 0.443
H 4.33285 -3.05262 -1.15767 0.323
H 4.52054 -4.09798 0.26383 0.389
H 5.46954 -0.11947 0.83530 0.575
H 3.87327 0.64289 1.05901 0.337
H 4.37104 0.08470 -0.55702 0.273

---

2.
15
Properties=species:S:1:pos:R:3:nbo_charge:R:1 method="wB97M-V/def2-TZVPD" max_force_ha_per_bohr=0.0241 total_charge=0 multiplicity=1 lumo_ev=0.25 total_energy_ha=-382.17875
O -0.08910 -2.71749 -0.01103 -0.979
O -0.62914 -0.74602 -1.86261 -0.979
O 0.62488 1.61754 -1.27852 -0.972
O 0.68592 6.58661 1.26503 -0.923
O -0.57779 -5.18464 2.10389 -0.940
H 0.75957 -2.63714 -0.43902 0.476
H -0.64251 -0.21968 -2.66625 0.482
H -0.18944 2.07929 -1.05821 0.485
H -0.28214 6.55498 1.23103 0.461
H 0.04206 -4.77431 1.49062 0.475
H -0.75464 -2.19437 -0.47237 0.500
H -0.11469 -0.22341 -1.22962 0.495
H 1.37124 2.23501 -1.29988 0.493
H 0.75315 7.49822 0.95530 0.462
H -1.35669 -4.65086 1.86670 0.465

---

In the order shown, the computed energy relative to the best compared isomer or geometry (same formula, charge and spin) values come out to 178.74, 119.27 kJ/mol.
In the order shown, the computed molar mass values come out to 808.01, 90.07 g/mol.
In the order shown, the computed gap between HOMO and LUMO values come out to 7.290, 11.011 eV.